Record 1
148
Properties=species:S:1:pos:R:3:mulliken_charge:R:1 method="wB97M-V/def2-TZVPD" homo_lumo_gap_ev=5.29 homo_energy_ev=-4.1 lumo_energy_ev=1.21 charge=-1
O -1.8392 -2.2998 -1.9368 -0.56
C -0.5524 -2.7296 -1.8444 0.47
F 0.0265 -3.3313 -3.0663 -0.26
C 0.1710 -2.5735 -0.3836 -0.40
P 1.9839 -3.1668 -0.3025 0.54
O 3.6821 -3.4250 0.1052 -0.56
C 4.1855 -2.0568 0.4565 0.20
C 3.5164 -1.0282 -0.6387 -0.19
I 2.6709 0.8884 0.0670 -0.21
O 2.3149 -1.6867 -1.1873 -0.11
H 0.1747 -1.4359 -0.0291 0.14
H -0.4354 -3.1489 0.4667 0.31
H 1.9473 -2.5730 1.0318 -0.46
H 1.5689 -4.4022 0.3306 -0.03
H 2.0184 -3.8917 -1.5615 -0.07
H 5.3520 -1.9098 0.5164 0.26
H 3.8553 -1.6280 1.5193 -0.06
H 4.2738 -0.7868 -1.5266 0.30
C 1.7690 -1.7543 5.3373 -0.99
S 1.9324 -0.4959 4.0483 0.44
O 2.7899 -1.0723 2.9613 -0.67
C 2.9657 0.6297 5.0172 -0.75
H 1.1829 -2.5859 4.9384 0.22
H 2.7564 -2.1170 5.6337 0.41
H 1.2509 -1.3287 6.1998 0.35
H 3.8789 0.1202 5.3332 0.18
H 2.4082 0.9773 5.8900 0.33
H 3.2272 1.4863 4.3915 0.37
C 7.6806 -1.3313 6.7093 -0.96
S 6.2778 -0.6163 7.5996 0.46
O 5.3785 0.0243 6.5846 -0.62
C 7.2200 0.7036 8.4019 -0.79
H 7.3181 -2.1635 6.1008 0.34
H 8.1343 -0.5789 6.0593 0.30
H 8.4174 -1.7020 7.4255 0.35
H 7.7018 1.3303 7.6478 0.37
H 7.9716 0.2660 9.0628 0.37
H 6.5310 1.3126 8.9920 0.11
C 4.1367 2.0788 -5.6098 -0.69
S 4.2141 2.0458 -3.8029 0.49
O 5.2746 1.0588 -3.4148 -0.65
C 2.6102 1.2435 -3.5628 -0.36
H 5.0655 2.5118 -5.9893 0.34
H 4.0258 1.0634 -5.9984 0.34
H 3.2941 2.6967 -5.9282 0.07
H 2.5935 0.2801 -4.0774 0.32
H 1.8177 1.8891 -3.9481 0.37
H 2.4582 1.0849 -2.4926 -0.34
C 5.3732 3.9296 12.3431 -0.93
S 4.8808 2.2351 11.9454 0.42
O 5.9694 1.6341 11.1070 -0.55
C 3.5273 2.6907 10.8346 -0.93
H 6.2407 3.8925 13.0066 0.31
H 5.6396 4.4664 11.4292 0.30
H 4.5515 4.4391 12.8516 0.36
H 3.9074 3.3036 10.0140 0.30
H 2.7660 3.2405 11.3928 0.38
H 3.0877 1.7761 10.4296 0.32
C -3.6257 -0.0402 5.7485 -1.01
S -2.1764 -0.8753 6.4371 0.55
O -0.9828 -0.0115 6.1573 -0.58
C -2.1582 -2.2326 5.2409 -0.95
H -3.8069 0.8715 6.3232 0.26
H -3.4454 0.2213 4.7028 0.41
H -4.4964 -0.6952 5.8270 0.37
H -2.0685 -1.8361 4.2270 0.31
H -3.0769 -2.8159 5.3363 0.40
H -1.2999 -2.8735 5.4561 0.24
C -5.4531 -6.1698 -2.7955 -0.81
S -3.6833 -6.5434 -2.7922 0.38
O -3.4965 -7.8357 -2.0544 -0.60
C -3.2126 -5.2037 -1.6709 -0.71
H -5.9638 -6.9134 -3.4123 0.38
H -5.8467 -6.2128 -1.7769 0.24
H -5.6160 -5.1762 -3.2192 0.23
H -3.7441 -5.3063 -0.7221 0.33
H -3.4486 -4.2419 -2.1317 0.23
H -2.1365 -5.2634 -1.4912 0.27
C -1.3770 -10.6723 -1.2429 -0.77
S -1.2997 -10.7054 0.5640 0.53
O -0.2392 -11.6923 0.9521 -0.64
C -2.9035 -11.5076 0.8041 -0.88
H -0.4482 -10.2394 -1.6224 0.30
H -1.4879 -11.6878 -1.6315 0.32
H -2.2197 -10.0544 -1.5613 0.25
H -2.9203 -12.4711 0.2894 0.29
H -3.6961 -10.8620 0.4188 0.32
H -3.0555 -11.6663 1.8743 0.30
C 2.8002 5.8568 -9.5653 -0.90
S 2.8775 5.8238 -7.7585 0.43
O 3.9381 4.8368 -7.3704 -0.57
C 1.2737 5.0215 -7.5184 -0.33
H 3.7290 6.2898 -9.9449 0.34
H 2.6893 4.8414 -9.9539 0.25
H 1.9575 6.4747 -9.8837 0.29
H 1.2569 4.0581 -8.0330 0.28
H 0.4811 5.6671 -7.9036 0.19
H 1.1217 4.8629 -6.4481 0.09
C -8.2793 -2.2634 -1.7205 -1.00
S -6.5095 -2.6370 -1.7172 0.59
O -6.3227 -3.9293 -0.9794 -0.58
C -6.0388 -1.2973 -0.5959 -0.96
H -8.7901 -3.0070 -2.3373 0.31
H -8.6730 -2.3064 -0.7019 0.30
H -8.4422 -1.2698 -2.1442 0.37
H -6.5704 -1.3999 0.3529 0.31
H -6.2749 -0.3354 -1.0568 0.37
H -4.9628 -1.3570 -0.4162 0.30
C -2.4565 0.6553 10.5212 -0.90
S -4.2400 0.6240 10.2209 0.42
O -4.4492 0.2377 8.7869 -0.51
C -4.4805 2.4131 10.3431 -0.93
H -2.0751 -0.3666 10.4547 0.30
H -1.9612 1.2758 9.7702 0.29
H -2.2613 1.0489 11.5214 0.39
H -3.8606 2.9249 9.6033 0.29
H -4.2191 2.7489 11.3492 0.36
H -5.5325 2.6359 10.1501 0.31
C -0.6958 0.3865 -9.8841 -1.10
S -1.1972 2.0525 -9.3895 0.55
O 0.0151 2.7440 -8.8402 -0.66
C -2.2104 1.5321 -7.9838 -1.04
H -0.0168 0.4668 -10.7366 0.32
H -0.1815 -0.1106 -9.0578 0.34
H -1.5771 -0.1883 -10.1778 0.39
H -1.6030 0.9647 -7.2749 0.42
H -3.0423 0.9201 -8.3399 0.39
H -2.6039 2.4240 -7.4904 0.28
C -3.8856 6.0716 -11.7238 -0.96
S -3.0405 4.9051 -10.6297 0.54
O -3.9578 4.6219 -9.4774 -0.62
C -1.7834 6.0705 -10.0508 -0.49
H -4.7433 5.5661 -12.1745 0.33
H -4.2343 6.9355 -11.1523 0.28
H -3.2018 6.3943 -12.5121 0.34
H -2.2616 6.9340 -9.5828 0.41
H -1.1683 6.3929 -10.8940 0.38
H -1.1525 5.5641 -9.3166 -0.15
C 1.3542 6.7614 -2.1377 -1.05
S 0.7759 5.6426 -3.4360 0.61
O 1.3538 6.1214 -4.7345 -0.62
C -0.9531 6.1727 -3.3817 -0.99
H 2.4330 6.6308 -2.0218 0.33
H 1.1431 7.7973 -2.4147 0.33
H 0.8579 6.5160 -1.1961 0.39
H -1.0219 7.2444 -3.5819 0.32
H -1.3738 5.9462 -2.3993 0.37
H -1.5083 5.6252 -4.1470 0.29

Record 2
56
Properties=species:S:1:pos:R:3:mulliken_charge:R:1 method="wB97M-V/def2-TZVPD" homo_lumo_gap_ev=8.13 homo_energy_ev=-10.8 lumo_energy_ev=-2.63 charge=+1
Sn 0.6658 -1.6977 -0.9883 0.61
C -3.0003 -3.0582 2.8607 -1.06
C -2.4898 -3.9005 1.6884 -0.21
C -1.2491 -3.3755 1.1491 0.43
N -0.2798 -2.9509 0.7074 -0.38
H -3.9612 -3.4492 3.1877 0.32
H -3.1335 -2.0238 2.5515 0.27
H -2.3099 -3.1006 3.7013 0.36
H -3.1943 -3.8973 0.8532 0.23
H -2.3078 -4.9382 1.9730 0.41
C 4.4856 -2.5028 0.1130 -1.18
C 4.2959 -1.5248 1.2678 -0.79
Sb 2.5662 -0.2922 0.9503 0.74
C 2.6411 1.0944 2.5843 -0.70
C 3.9238 1.0193 3.4008 -1.19
C 3.3334 0.9094 -0.6499 -0.76
C 4.6484 1.6154 -0.3455 -1.10
H 5.3673 -3.1265 0.2649 0.39
H 4.6162 -1.9847 -0.8399 0.30
H 3.6313 -3.1769 0.0104 0.25
H 5.1642 -0.8735 1.3792 0.41
H 4.1736 -2.0568 2.2122 0.47
H 1.7639 0.9301 3.2093 0.52
H 2.5198 2.0705 2.1138 0.26
H 4.0609 0.0343 3.8493 0.31
H 3.8997 1.7465 4.2140 0.39
H 4.8063 1.2333 2.7963 0.27
H 2.5410 1.6270 -0.8704 0.44
H 3.4382 0.2653 -1.5261 0.49
H 4.5624 2.2739 0.5210 0.25
H 4.9625 2.2331 -1.1886 0.41
H 5.4537 0.9058 -0.1488 0.26
N -4.8805 2.6783 -4.8402 -0.46
C -4.2731 1.8300 -3.9739 1.15
C -4.9757 1.2894 -2.8840 -0.82
C -4.3507 0.4373 -2.0021 -0.18
C -3.0123 0.1028 -2.1903 -0.30
C -2.3029 0.6286 -3.2672 -0.55
C -2.9203 1.4815 -4.1484 -0.91
S -2.2271 -0.9778 -1.0839 1.61
O -1.5876 -2.0841 -1.8147 -0.88
O -3.1590 -1.3364 -0.0496 -0.63
N -0.8928 -0.2539 -0.5143 -0.14
C -0.9387 0.8896 0.2621 0.24
S -2.3950 1.5258 0.9448 0.00
C -1.4837 2.8149 1.6275 -0.52
C -0.1811 2.6757 1.3004 -0.66
N 0.1328 1.5817 0.5260 -0.17
H -5.8561 2.8926 -4.7511 0.19
H -4.3997 3.0292 -5.6469 0.19
H -6.0171 1.5462 -2.7382 0.30
H -4.8946 0.0253 -1.1631 0.50
H -1.2630 0.3654 -3.4191 0.39
H -2.3680 1.8871 -4.9865 0.31
H -1.9530 3.5890 2.2111 0.43
H 0.6038 3.3534 1.6000 0.47

Record 3
16
Properties=species:S:1:pos:R:3:mulliken_charge:R:1 method="wB97M-V/def2-TZVPD" homo_lumo_gap_ev="7.92 / 7.91" smiles=C[C@H]1Cc2nc[nH]c21 homo_energy_ev="-7.1 / -7.1" lumo_energy_ev="0.79 / 0.79"
C -2.3207 -0.5547 -0.3584 -0.27
C -1.0281 1.0877 0.1542 0.35
C -0.3828 -0.5235 0.8680 -0.51
C 0.3856 1.5716 0.1820 -0.70
C 0.9475 0.1983 0.6153 0.63
C 1.7582 -0.5023 -0.4691 -1.47
N -2.0689 0.7415 -0.5087 -0.60
N -1.3206 -1.2508 0.2891 -0.06
H -3.2457 -1.0200 -0.6430 0.43
H 0.7358 1.9126 -0.7952 0.28
H 0.5500 2.3687 0.9100 0.28
H 1.5390 0.2462 1.5366 0.36
H 1.1802 -0.5759 -1.3878 0.36
H 2.0321 -1.5062 -0.1492 0.35
H 2.6703 0.0563 -0.6709 0.37
H -1.4317 -2.2493 0.4272 0.21

ΔE to the lowest compared entry with this formula, charge and spin / kcal per mole: 98.9, 0.0, 103.7